A cluster of 2 separate species, C4H14N2P in total, computed with the ωB97M-V functional and the def2-TZVPD basis.

Geometry as ORCA input:
```
! RIJCOSX wB97M-V def2-TZVPD def2/J DEFGRID3
* xyz 1 1
C 1.351 -2.778 -0.822
C 1.998 -0.915 1.183
C -0.692 0.735 -0.389
C -1.928 1.809 -0.409
N -1.588 3.159 -0.368
N -0.720 -0.335 0.678
P 0.958 -2.395 0.899
H 2.253 -3.351 -0.672
H 1.350 -1.921 -1.384
H 0.562 -3.394 -1.297
H 3.088 -1.166 1.351
H 1.569 -0.301 2.104
H 1.883 -0.270 0.303
H -0.620 0.262 -1.304
H 0.220 1.354 -0.228
H -2.422 1.598 -1.376
H -0.935 3.469 0.374
H -1.338 3.588 -1.250
H -2.614 1.563 0.366
H -0.776 0.174 1.520
H -1.599 -0.883 0.721
*
```

- LUMO level (eV) = -5.922
- Kohn-Sham gap (hartree) = 0.23484